Record 1
DFT (ωB97M-V/def2-TZVPD) results for a structure of composition C21H28LiN5Sb.

Each line ends with the natural charge from an NBO analysis.
CARTESIAN COORDINATES (ANGSTROEM)
Li  0.087  -0.080  -0.239  0.8627
C  1.984  3.329  -1.079  -0.6544
C  1.842  2.876  0.349  0.2061
C  2.714  3.308  1.343  -0.2394
C  2.505  2.902  2.650  -0.1426
C  1.392  2.131  2.947  -0.2769
C  0.556  1.748  1.903  -0.0934
N  0.813  2.063  0.630  -0.5192
Sb  -1.470  1.091  2.327  1.0377
C  -2.195  1.608  0.354  -0.0697
C  -3.314  2.421  0.262  -0.2695
C  -3.794  2.759  -0.997  -0.1465
C  -3.139  2.277  -2.112  -0.2382
C  -2.019  1.466  -1.947  0.2320
C  -1.257  0.924  -3.125  -0.6419
N  -1.562  1.139  -0.736  -0.5341
C  -1.504  -1.039  1.916  -0.0983
C  -1.648  -1.944  2.963  -0.2762
C  -2.051  -3.237  2.664  -0.1426
C  -2.347  -3.563  1.352  -0.2430
C  -2.166  -2.609  0.356  0.2199
C  -2.515  -2.890  -1.081  -0.6562
N  -1.699  -1.385  0.639  -0.5207
H  3.019  3.559  -1.331  0.2283
H  1.393  4.233  -1.238  0.2464
H  1.601  2.569  -1.761  0.2217
H  3.537  3.965  1.093  0.2303
H  3.179  3.220  3.436  0.2327
H  1.163  1.854  3.969  0.2303
H  -3.804  2.783  1.157  0.2291
H  -4.667  3.391  -1.102  0.2311
H  -3.486  2.522  -3.107  0.2275
H  -1.754  1.150  -4.066  0.2306
H  -1.148  -0.160  -3.040  0.2215
H  -0.253  1.355  -3.157  0.2252
H  -1.475  -1.638  3.986  0.2303
H  -2.173  -3.970  3.451  0.2325
H  -2.724  -4.546  1.098  0.2300
H  -2.441  -3.951  -1.317  0.2275
H  -1.869  -2.319  -1.748  0.2221
H  -3.543  -2.575  -1.276  0.2459
N  2.397  -0.034  -0.859  -0.8692
C  3.320  -0.851  -0.041  -0.2170
C  3.218  -2.330  -0.373  -0.4165
C  1.897  -2.981  0.000  -0.2158
N  0.769  -2.403  -0.758  -0.8630
H  2.633  -0.162  -1.839  0.3626
H  2.590  0.938  -0.663  0.3697
H  3.061  -0.695  1.011  0.1904
H  4.356  -0.530  -0.165  0.1880
H  4.021  -2.857  0.145  0.2302
H  3.402  -2.474  -1.446  0.1973
H  1.701  -2.821  1.065  0.1899
H  1.977  -4.061  -0.150  0.1869
H  -0.058  -2.950  -0.562  0.3675
H  0.949  -2.528  -1.751  0.3605

Its LUMO energy is -2.32 eV. The calculation puts the HOMO energy at -11.57 eV. As for the HOMO-LUMO gap: 9.25 eV. Its net charge is +1.



Record 2
DFT (ωB97M-V/def2-TZVPD) results for the molecule C21H28N2O3.

Each line ends with the natural charge from an NBO analysis.
CARTESIAN COORDINATES (ANGSTROEM)
C  5.494  -1.650  -4.035  -0.6229
C  4.170  -2.392  -4.028  -0.0676
H  4.319  -3.472  -3.911  0.1867
H  3.615  -2.228  -4.959  0.1882
O  3.392  -1.912  -2.935  -0.5272
C  2.155  -2.444  -2.815  0.7896
O  1.735  -3.273  -3.590  -0.6077
C  1.397  -1.923  -1.686  -0.2621
C  1.714  -0.946  -0.751  0.2353
N  0.671  -0.841  0.113  -0.3222
C  -0.330  -1.712  -0.262  0.0936
C  0.094  -2.390  -1.371  -0.2203
H  -0.431  -3.157  -1.901  0.2381
C  -1.601  -1.848  0.448  -0.0786
C  -1.655  -2.116  1.815  -0.1500
C  -2.873  -2.251  2.454  -0.2260
C  -4.054  -2.130  1.741  -0.2184
C  -4.010  -1.889  0.377  -0.1961
C  -2.794  -1.749  -0.265  -0.2045
H  -2.755  -1.559  -1.327  0.2211
H  -4.928  -1.808  -0.187  0.2128
H  -5.004  -2.235  2.243  0.2140
H  -2.902  -2.459  3.514  0.2144
H  -0.739  -2.253  2.372  0.2056
C  0.520  0.192  1.102  -0.2121
H  0.008  -0.203  1.980  0.2224
H  1.501  0.550  1.418  0.2384
C  -0.286  1.371  0.547  -0.5097
C  -0.215  2.562  1.496  0.6864
O  0.584  2.636  2.405  -0.6335
N  -1.110  3.530  1.212  -0.6159
H  -1.744  3.411  0.438  0.3916
C  -1.223  4.763  1.967  -0.0601
C  -0.901  5.955  1.068  -0.6063
H  -0.923  6.876  1.643  0.2136
H  0.090  5.842  0.634  0.2168
H  -1.629  6.032  0.262  0.1979
C  -2.622  4.884  2.579  -0.3950
C  -2.924  3.750  3.550  -0.6069
H  -2.889  2.787  3.044  0.2056
H  -2.192  3.736  4.354  0.2097
H  -3.914  3.874  3.984  0.2106
H  -2.689  5.839  3.101  0.2068
H  -3.364  4.890  1.776  0.1895
H  -0.477  4.687  2.765  0.2309
H  -1.325  1.074  0.392  0.2272
H  0.127  1.676  -0.419  0.2288
C  2.934  -0.109  -0.610  -0.6656
H  3.633  -0.357  -1.401  0.2597
H  3.417  -0.289  0.351  0.2222
H  2.693  0.953  -0.673  0.2156
H  6.107  -2.005  -4.858  0.2160
H  6.023  -1.820  -3.100  0.2104
H  5.326  -0.583  -4.151  0.2094

Its LUMO energy is 0.61 eV. Its structure (SMILES) is CCOC(=O)c1cc(-c2ccccc2)n(CCC(=O)N[C@@H](C)CC)c1C. The calculation puts the HOMO energy at -7.96 eV. As for the HOMO-LUMO gap: 8.56 eV. Its net charge is 0.



Record 3
DFT (ωB97M-V/def2-TZVPD) results for the molecule C21H28N4O3S.

Each line ends with the natural charge from an NBO analysis.
CARTESIAN COORDINATES (ANGSTROEM)
C  5.622  -3.930  -4.278  -0.6026
C  4.917  -2.580  -4.267  -0.3873
C  3.555  -2.656  -4.957  -0.4078
C  2.758  -1.346  -4.878  -0.3941
C  1.635  -1.379  -3.843  -0.4034
C  2.157  -1.521  -2.415  -0.2353
N  1.061  -1.570  -1.459  -0.4467
C  0.469  -2.769  -1.194  0.2946
S  0.945  -4.185  -1.886  -0.1872
N  -0.560  -2.783  -0.301  -0.6123
C  -1.093  -1.694  0.368  0.6742
O  -1.999  -1.841  1.165  -0.6156
C  -0.463  -0.434  0.031  -0.4236
C  -0.964  0.709  0.630  0.2072
N  -0.457  1.915  0.457  -0.5333
C  -0.940  3.128  0.951  0.0839
C  -0.622  4.263  0.208  -0.2015
C  -1.118  5.504  0.549  -0.2179
C  -1.949  5.619  1.651  -0.2028
C  -2.234  4.510  2.424  -0.2521
C  -1.721  3.249  2.120  0.2240
N  -1.984  2.127  2.919  -0.4848
C  -0.837  1.545  3.607  -0.2502
H  -0.554  2.177  4.466  0.1848
C  -1.202  0.149  4.122  -0.0871
O  -2.328  0.203  4.966  -0.5188
C  -3.427  0.741  4.272  -0.0735
H  -3.665  0.112  3.401  0.1761
C  -3.132  2.171  3.806  -0.2478
H  -2.944  2.793  4.695  0.1759
H  -3.992  2.564  3.260  0.2142
H  -4.267  0.733  4.968  0.1962
H  -1.402  -0.525  3.278  0.1884
H  -0.386  -0.255  4.723  0.1979
H  0.017  1.481  2.933  0.2130
H  -2.852  4.632  3.299  0.2184
H  -2.360  6.579  1.925  0.2173
H  -0.869  6.369  -0.044  0.2199
H  0.004  4.147  -0.665  0.2164
H  0.313  1.951  -0.224  0.4543
H  -1.828  0.604  1.273  0.2577
C  0.642  -0.372  -0.895  0.6837
O  1.213  0.674  -1.195  -0.6495
H  -0.970  -3.690  -0.106  0.4407
H  2.730  -2.443  -2.308  0.2348
H  2.774  -0.660  -2.154  0.2330
H  0.969  -2.216  -4.062  0.2130
H  1.054  -0.455  -3.910  0.2078
H  3.433  -0.518  -4.650  0.1958
H  2.303  -1.137  -5.848  0.2099
H  2.971  -3.465  -4.513  0.2055
H  3.721  -2.919  -6.004  0.2017
H  4.795  -2.247  -3.235  0.1901
H  5.537  -1.841  -4.779  0.1934
H  5.028  -4.673  -3.751  0.2043
H  5.771  -4.275  -5.299  0.2001
H  6.594  -3.861  -3.795  0.2067

Its LUMO energy is -0.39 eV. Its structure (SMILES) is CCCCCCN1C(=O)/C(=C\Nc2ccccc2N2CCOCC2)C(=O)NC1=S. The calculation puts the HOMO energy at -8.26 eV. As for the HOMO-LUMO gap: 7.87 eV. Its net charge is 0.



Record 4
DFT (ωB97M-V/def2-TZVPD) results for the molecule C21H28N4O5S at a distorted geometry.

Each line ends with the natural charge from an NBO analysis.
CARTESIAN COORDINATES (ANGSTROEM)
O  -2.091  -1.482  1.685  -0.6092
C  -2.086  -1.073  0.546  0.6764
N  -0.971  -0.858  -0.197  -0.6529
C  0.326  -0.669  0.366  0.0510
C  0.683  0.637  0.658  -0.1669
C  1.918  0.946  1.188  -0.4139
C  2.815  -0.068  1.468  -0.1564
C  2.479  -1.371  1.183  -0.2920
C  1.238  -1.727  0.607  0.3041
N  1.006  -3.020  0.278  -0.4244
C  2.032  -4.042  0.361  -0.2118
H  2.948  -3.710  -0.133  0.2035
H  2.261  -4.286  1.407  0.1841
C  1.409  -5.246  -0.339  -0.4046
H  1.848  -6.186  -0.012  0.2187
H  1.531  -5.158  -1.419  0.2033
C  -0.061  -5.108  0.039  -0.4065
H  -0.219  -5.460  1.059  0.2053
H  -0.725  -5.658  -0.625  0.2178
C  -0.288  -3.599  -0.038  -0.2151
H  -0.600  -3.306  -1.047  0.1860
H  -1.041  -3.275  0.679  0.2266
H  3.187  -2.146  1.424  0.2194
H  3.761  0.178  1.924  0.2377
S  2.346  2.655  1.466  2.3403
O  3.344  2.719  2.492  -0.9406
O  1.134  3.408  1.604  -0.9451
N  3.077  3.219  0.076  -0.6744
C  4.415  2.772  -0.230  -0.2604
H  4.883  2.488  0.711  0.2382
C  4.397  1.606  -1.225  -0.0893
H  5.406  1.386  -1.578  0.1970
O  3.647  1.931  -2.377  -0.5268
C  2.313  2.255  -2.049  -0.0881
H  1.822  2.497  -2.994  0.1961
C  2.256  3.448  -1.087  -0.2601
H  1.242  3.632  -0.735  0.2365
H  2.630  4.342  -1.599  0.2039
H  1.822  1.381  -1.593  0.1669
H  3.972  0.710  -0.748  0.1702
H  4.964  3.614  -0.668  0.2034
H  -0.014  1.441  0.475  0.2352
H  -1.161  -0.365  -1.064  0.4261
C  -3.362  -0.830  -0.261  -0.3331
N  -3.169  0.278  -1.184  -0.6310
H  -3.889  0.263  -1.900  0.3732
C  -3.194  1.585  -0.523  -0.2648
C  -4.531  1.942  0.044  0.2392
C  -5.050  1.799  1.297  -0.2994
C  -6.393  2.244  1.223  -0.3131
C  -6.591  2.617  -0.069  0.0872
O  -5.473  2.435  -0.793  -0.4076
H  -7.446  3.013  -0.581  0.2036
H  -7.105  2.279  2.021  0.2308
H  -4.537  1.434  2.163  0.2363
H  -2.459  1.575  0.285  0.2136
H  -2.902  2.331  -1.267  0.2200
H  -3.563  -1.737  -0.838  0.2239
H  -4.191  -0.683  0.446  0.2122

Its LUMO energy is 0.54 eV. Its structure (SMILES) is O=C(CNCc1ccco1)Nc1cc(S(=O)(=O)N2CCOCC2)ccc1N1CCCC1. The calculation puts the HOMO energy at -7.90 eV. As for the HOMO-LUMO gap: 8.44 eV. Its net charge is 0.



Record 5
DFT (ωB97M-V/def2-TZVPD) results for a structure of composition C21H28N5O5S2Ti at a distorted geometry.

Each line ends with the natural charge from an NBO analysis.
CARTESIAN COORDINATES (ANGSTROEM)
Ti  1.237  -1.143  0.410  1.1222
S  2.398  -0.755  2.537  -0.2646
C  3.734  -1.208  1.477  0.0937
C  5.086  -1.220  1.834  -0.2560
C  6.026  -1.576  0.896  -0.1303
C  5.633  -1.916  -0.401  -0.2742
C  4.288  -1.881  -0.683  0.0542
N  3.361  -1.545  0.226  -0.5931
H  5.365  -0.949  2.842  0.2400
H  7.074  -1.592  1.165  0.2308
H  6.343  -2.201  -1.160  0.2344
H  3.912  -2.141  -1.668  0.1861
O  0.983  -0.430  -1.648  -0.7472
C  -0.247  -0.992  -2.201  -0.0655
C  -0.009  -2.374  -2.764  -0.4265
C  0.669  -3.374  -1.815  -0.4360
C  -0.021  -3.684  -0.510  0.2072
C  -0.972  -4.687  -0.426  -0.2266
C  -1.541  -5.014  0.789  -0.1426
C  -1.116  -4.329  1.917  -0.2356
C  -0.182  -3.328  1.789  0.0412
N  0.346  -2.977  0.587  -0.5540
H  1.655  -0.351  -2.338  0.5007
H  -0.655  -0.290  -2.929  0.2138
H  -0.935  -1.017  -1.352  0.2083
H  0.596  -2.305  -3.673  0.2176
H  -0.984  -2.755  -3.085  0.2340
H  1.688  -3.030  -1.594  0.2230
H  0.793  -4.317  -2.350  0.2471
H  -1.240  -5.227  -1.325  0.2300
H  -2.279  -5.799  0.862  0.2369
H  -1.499  -4.568  2.898  0.2414
H  0.184  -2.769  2.644  0.2385
C  -4.032  4.215  -2.484  -0.6113
C  -2.650  4.502  -1.909  -0.6614
S  -2.212  3.355  -0.631  2.1845
O  -1.419  2.309  -1.238  -0.9720
O  -3.389  3.023  0.137  -0.9456
C  -1.152  4.250  0.466  -0.6953
C  -1.031  3.562  1.824  -0.2293
N  -1.046  2.102  1.704  -0.3353
C  -0.101  1.370  1.064  0.4676
N  -0.456  0.098  0.967  -0.5635
C  -1.686  -0.010  1.573  -0.0274
C  -2.042  1.208  2.026  0.1763
N  -3.254  1.525  2.766  0.5423
O  -4.073  0.639  2.826  -0.3394
O  -3.301  2.592  3.343  -0.3734
C  1.162  1.956  0.521  -0.6501
H  -4.228  4.951  -3.262  0.2327
H  -4.801  4.288  -1.720  0.2396
H  -4.081  3.225  -2.932  0.2248
H  -2.590  5.506  -1.492  0.2398
H  -1.873  4.395  -2.666  0.2483
H  -1.571  5.242  0.625  0.2625
H  -0.191  4.365  -0.036  0.2425
H  -1.854  3.837  2.475  0.2824
H  -0.099  3.859  2.306  0.2321
H  -2.225  -0.936  1.664  0.2463
H  1.614  2.648  1.233  0.2496
H  0.947  2.458  -0.424  0.2555
H  1.943  1.211  0.324  0.2285

Its multiplicity is 3. As for the expectation value of S²: 2.0123. Its LUMO energy (alpha / beta) is -2.57 / -2.56 eV. The calculation puts the HOMO energy (alpha / beta) at -8.91 / -10.55 eV. As for the HOMO-LUMO gap (alpha / beta): 6.35 / 7.99 eV. Its net charge is +1.



Record 6
DFT (ωB97M-V/def2-TZVPD) results for the molecule C21H28N6O.

Each line ends with the natural charge from an NBO analysis.
CARTESIAN COORDINATES (ANGSTROEM)
O  0.348  2.875  -1.503  -0.6376
C  0.774  1.782  -1.823  0.7014
N  1.763  1.664  -2.754  -0.4411
C  2.570  0.488  -2.996  -0.2305
H  2.533  0.240  -4.063  0.1934
C  4.026  0.796  -2.563  -0.2390
N  4.029  1.869  -1.592  -0.4170
C  3.658  1.543  -0.309  0.3981
N  3.475  0.243  -0.064  -0.5167
C  3.188  -0.146  1.167  0.0575
C  3.033  0.720  2.231  -0.3128
C  3.231  2.075  1.985  -0.1423
C  3.559  2.498  0.717  -0.2945
H  3.747  3.542  0.529  0.2178
H  3.140  2.794  2.786  0.2170
H  2.777  0.357  3.213  0.2200
H  3.069  -1.216  1.289  0.1914
C  3.632  3.124  -2.198  -0.2214
H  3.329  3.827  -1.426  0.2170
C  2.445  2.875  -3.162  -0.2465
H  2.788  2.745  -4.191  0.1920
H  1.735  3.701  -3.117  0.2512
H  4.485  3.545  -2.743  0.1968
H  4.481  -0.084  -2.113  0.2461
H  4.628  1.123  -3.414  0.1948
H  2.190  -0.354  -2.425  0.2277
C  0.217  0.491  -1.253  -0.5077
C  -1.004  0.771  -0.379  -0.3786
C  -1.459  -0.450  0.421  -0.2316
C  -0.525  -0.747  1.597  -0.3927
C  -1.042  -1.932  2.410  -0.4061
H  -0.397  -2.111  3.272  0.2073
C  -2.469  -1.657  2.885  -0.2201
N  -3.309  -1.352  1.752  -0.4027
C  -4.235  -2.217  1.305  0.5728
N  -4.482  -3.307  2.051  -0.5216
C  -5.424  -4.121  1.625  0.1081
C  -6.147  -3.896  0.461  -0.3843
C  -5.809  -2.746  -0.239  0.1085
N  -4.872  -1.914  0.161  -0.5210
H  -6.305  -2.477  -1.165  0.1913
H  -6.915  -4.570  0.123  0.2223
H  -5.602  -4.992  2.246  0.1910
C  -2.877  -0.224  0.965  -0.2081
H  -3.588  -0.091  0.150  0.2475
H  -2.883  0.669  1.601  0.1870
H  -2.889  -2.522  3.397  0.2486
H  -2.474  -0.794  3.561  0.1843
H  -1.042  -2.831  1.791  0.2006
H  0.483  -0.961  1.239  0.2069
H  -0.467  0.136  2.238  0.1956
H  -1.488  -1.324  -0.239  0.1952
H  -1.819  1.112  -1.019  0.2094
H  -0.765  1.590  0.302  0.2195
H  -0.049  -0.188  -2.065  0.2200
H  1.003  0.026  -0.653  0.2354

Its LUMO energy is 0.84 eV. Its structure (SMILES) is O=C(CC[C@H]1CCCN(c2ncccn2)C1)N1CCN(c2ccccn2)CC1. The calculation puts the HOMO energy at -7.97 eV. As for the HOMO-LUMO gap: 8.80 eV. Its net charge is 0.